C48H132N12O12 | wB97M-V/def2-TZVPD

```
204
Properties=species:S:1:pos:R:3:lowdin_charge:R:1
C -4.652 1.831 -3.155 -0.06
C -6.112 1.454 -3.110 -0.45
C -7.034 2.462 -2.454 -0.23
O -6.635 2.780 -1.172 -0.17
C -7.502 3.721 -0.578 -0.11
N -6.476 1.094 -4.468 0.03
H -4.393 2.649 -3.827 0.09
H -3.972 1.029 -3.441 0.06
H -4.395 2.097 -2.130 0.05
H -6.243 0.470 -2.660 0.12
H -8.008 1.974 -2.437 0.13
H -7.108 3.350 -3.081 0.13
H -7.565 4.743 -0.952 0.09
H -7.050 3.960 0.385 0.08
H -8.512 3.333 -0.446 0.09
H -5.681 0.571 -4.805 0.00
H -6.515 1.946 -5.010 0.07
C -1.569 4.372 -2.218 -0.07
C -0.082 4.420 -2.449 -0.43
C 0.799 4.366 -1.227 -0.20
O 0.570 5.616 -0.582 -0.18
C 1.510 5.846 0.414 -0.12
N 0.191 3.330 -3.436 0.05
H -1.788 5.005 -1.358 0.07
H -1.815 3.345 -1.950 0.06
H -2.258 4.561 -3.042 0.08
H 0.118 5.326 -3.020 0.14
H 1.803 4.327 -1.651 0.13
H 0.609 3.502 -0.590 0.11
H 1.526 5.012 1.115 0.08
H 1.210 6.730 0.976 0.08
H 2.487 6.092 -0.002 0.09
H 0.378 2.501 -2.891 0.05
H 1.030 3.485 -3.977 0.06
C -3.782 4.131 2.005 -0.03
C -3.010 2.813 2.073 -0.44
C -3.669 1.696 1.243 -0.19
O -4.979 1.504 1.762 -0.17
C -5.548 0.344 1.153 -0.10
N -1.718 3.008 1.530 0.06
H -3.184 4.948 2.408 0.06
H -4.659 4.036 2.645 0.08
H -4.128 4.482 1.033 0.09
H -2.854 2.465 3.095 0.12
H -3.082 0.777 1.230 0.10
H -3.782 2.010 0.206 0.11
H -6.634 0.394 1.231 0.09
H -5.348 -0.629 1.602 0.08
H -5.379 0.417 0.079 0.08
H -1.764 3.078 0.524 0.06
H -1.377 3.906 1.843 0.04
C 1.007 3.452 3.937 -0.05
C -0.020 4.191 4.771 -0.41
C -0.225 5.695 4.331 -0.19
O -0.691 5.875 3.003 -0.22
C -1.168 7.220 2.848 -0.10
N -1.277 3.519 4.739 0.06
H 0.768 3.549 2.877 0.06
H 0.975 2.391 4.186 0.06
H 2.032 3.734 4.175 0.08
H 0.226 4.267 5.830 0.13
H 0.686 6.265 4.510 0.12
H -0.969 6.099 5.017 0.11
H -0.478 8.004 3.157 0.09
H -2.142 7.397 3.306 0.09
H -1.252 7.222 1.761 0.09
H -1.513 3.487 3.757 0.02
H -2.058 3.931 5.228 0.09
C 3.737 -2.545 0.181 -0.08
C 4.070 -3.962 0.471 -0.46
C 5.396 -4.424 -0.273 -0.15
O 5.326 -4.173 -1.713 -0.22
C 6.495 -4.634 -2.444 -0.10
N 4.313 -4.083 1.867 0.04
H 3.700 -2.375 -0.895 0.07
H 4.483 -1.900 0.644 0.09
H 2.782 -2.302 0.646 0.05
H 3.222 -4.581 0.177 0.14
H 5.471 -5.511 -0.228 0.11
H 6.290 -4.013 0.196 0.12
H 7.388 -4.124 -2.082 0.08
H 6.362 -4.501 -3.517 0.08
H 6.598 -5.717 -2.381 0.08
H 3.566 -3.537 2.271 0.01
H 4.106 -5.051 2.067 0.08
C -1.572 -0.728 -1.797 -0.02
C -0.102 -0.780 -1.214 -0.37
C 0.202 0.207 -0.065 -0.18
O 1.498 -0.086 0.423 -0.23
C 1.885 0.713 1.552 -0.07
N 0.034 -2.118 -0.705 0.07
H -1.877 0.103 -2.434 0.06
H -2.355 -0.815 -1.043 0.07
H -1.772 -1.523 -2.515 0.06
H 0.605 -0.606 -2.026 0.13
H -0.600 0.041 0.655 0.11
H 0.143 1.248 -0.385 0.11
H 1.122 0.682 2.329 0.07
H 1.879 1.746 1.206 0.07
H 2.886 0.367 1.810 0.08
H 0.973 -2.071 -0.336 0.05
H -0.599 -2.163 0.080 0.04
C -2.459 -3.639 1.278 -0.04
C -1.554 -3.181 2.445 -0.47
C -1.959 -1.856 2.978 -0.20
O -0.870 -1.355 3.754 -0.23
C -1.029 -0.024 4.197 -0.09
N -1.567 -4.151 3.508 0.06
H -3.519 -3.674 1.532 0.08
H -2.049 -4.624 1.055 0.07
H -2.380 -3.088 0.341 0.05
H -0.518 -3.121 2.111 0.11
H -2.855 -1.960 3.589 0.14
H -2.114 -1.207 2.116 0.10
H -0.161 0.138 4.838 0.08
H -1.966 0.111 4.737 0.10
H -1.006 0.557 3.275 0.07
H -0.809 -4.762 3.237 0.07
H -1.215 -3.720 4.351 0.07
C 8.258 2.382 5.198 -0.06
C 6.880 2.328 5.862 -0.45
C 5.744 2.059 4.863 -0.18
O 5.599 3.082 3.834 -0.20
C 4.745 2.684 2.772 -0.11
N 6.913 1.267 6.820 0.02
H 9.082 2.367 5.910 0.07
H 8.268 3.342 4.681 0.07
H 8.401 1.522 4.543 0.08
H 6.605 3.257 6.363 0.14
H 4.756 2.025 5.321 0.12
H 5.869 1.070 4.423 0.11
H 3.720 2.533 3.108 0.06
H 5.140 1.832 2.219 0.09
H 4.840 3.555 2.122 0.09
H 7.006 0.385 6.336 0.07
H 7.646 1.372 7.508 0.07
C -0.155 -4.933 -5.315 -0.05
C -0.239 -4.016 -4.098 -0.45
C -1.104 -4.624 -2.938 -0.18
O -2.495 -4.752 -3.310 -0.21
C -3.186 -5.672 -2.431 -0.10
N 1.002 -3.502 -3.617 0.05
H 0.643 -5.666 -5.196 0.07
H 0.113 -4.438 -6.249 0.08
H -1.088 -5.492 -5.384 0.07
H -0.658 -3.087 -4.485 0.12
H -1.068 -3.952 -2.080 0.08
H -0.684 -5.555 -2.555 0.12
H -4.231 -5.365 -2.457 0.08
H -2.925 -5.582 -1.377 0.06
H -2.976 -6.731 -2.581 0.08
H 0.854 -2.920 -2.805 0.04
H 1.432 -4.292 -3.157 0.07
C -4.957 -2.234 -4.315 -0.03
C -3.983 -1.683 -5.408 -0.42
C -3.743 -2.803 -6.477 -0.15
O -4.815 -2.902 -7.478 -0.23
C -4.772 -3.913 -8.535 -0.07
N -4.439 -0.475 -6.030 0.04
H -4.572 -3.179 -3.932 0.06
H -5.888 -2.377 -4.864 0.08
H -5.065 -1.551 -3.473 0.06
H -3.035 -1.489 -4.908 0.12
H -3.664 -3.775 -5.990 0.11
H -2.818 -2.657 -7.034 0.11
H -4.710 -4.922 -8.129 0.08
H -3.930 -3.592 -9.149 0.08
H -5.642 -3.940 -9.190 0.08
H -3.677 -0.352 -6.681 0.09
H -5.237 -0.816 -6.546 0.08
C 3.543 -1.023 4.212 -0.05
C 2.798 -2.319 4.475 -0.40
C 1.865 -2.197 5.764 -0.13
O 1.222 -3.504 6.007 -0.20
C 1.976 -4.303 6.861 -0.14
N 2.076 -2.747 3.285 0.06
H 2.823 -0.245 3.956 0.06
H 4.229 -1.289 3.409 0.08
H 4.153 -0.845 5.098 0.08
H 3.478 -3.091 4.835 0.13
H 1.025 -1.507 5.688 0.10
H 2.376 -1.816 6.648 0.12
H 2.913 -4.520 6.348 0.08
H 1.539 -5.275 7.088 0.09
H 2.247 -3.833 7.807 0.09
H 1.615 -3.628 3.461 0.08
H 1.280 -2.155 3.097 0.06
C 1.947 -0.107 -5.074 -0.05
C 3.474 -0.181 -4.887 -0.47
C 3.933 -0.221 -3.444 -0.17
O 3.371 0.931 -2.777 -0.20
C 3.654 0.949 -1.345 -0.07
N 3.949 -1.190 -5.768 0.03
H 1.650 0.162 -6.087 0.08
H 1.652 0.719 -4.427 0.05
H 1.461 -1.021 -4.732 0.06
H 3.862 0.743 -5.314 0.13
H 5.022 -0.253 -3.418 0.13
H 3.506 -1.121 -3.000 0.12
H 4.712 1.153 -1.175 0.09
H 3.416 -0.009 -0.884 0.06
H 3.098 1.735 -0.834 0.07
H 3.927 -0.761 -6.682 0.07
H 4.948 -1.261 -5.636 0.07
```

Computed properties:
LUMO energy in hartree: 0.0217
Energy above the lowest of the compared OMol25 structures with the same formula, charge and spin in kcal/mol: 110.27
HOMO in eV: -8.50
SMILES string: COC[C@H](C)N.COC[C@H](C)N.COC[C@H](C)N.COC[C@H](C)N.COC[C@H](C)N.COC[C@H](C)N.COC[C@H](C)N.COC[C@H](C)N.COC[C@H](C)N.COC[C@H](C)N.COC[C@H](C)N.COC[C@H](C)N
Total charge: 0